1.
C29H51ClNO4PS | ωB97M-V/def2-TZVPD

XYZ file:
```
88
Properties=species:S:1:pos:R:3:mulliken_charge:R:1
C -5.28 -1.15 -1.12 -1.13
C -4.12 -1.27 -2.23 -0.04
C -3.33 0.14 -2.35 -0.67
C -1.90 -0.18 -3.04 0.95
C -2.17 -0.81 -4.50 -0.85
C -1.53 -2.30 -4.49 -0.50
C 0.04 -2.13 -4.81 -0.34
C 0.74 -3.56 -4.55 -0.43
C 2.31 -3.35 -4.36 -0.92
C 2.72 -2.61 -2.99 -0.79
C 2.11 -3.29 -1.67 -0.71
C 1.37 -2.12 -0.80 0.29
C 2.47 -1.68 0.33 -0.80
C 2.10 -0.25 0.96 -1.68
C 0.94 -0.33 2.11 0.99
C 0.98 1.15 2.83 -0.90
O -0.28 1.87 2.72 -0.42
C -0.22 2.87 1.69 0.23
C -0.81 2.60 0.26 0.12
C -0.80 3.67 -0.88 0.55
C -1.44 3.42 -2.34 -0.87
C -0.16 5.06 -0.63 -0.81
C 0.41 5.34 0.78 -0.92
C 0.39 4.29 1.95 0.38
C 0.99 4.76 3.36 0.39
C -0.13 4.81 4.55 -1.16
C 2.32 3.97 3.82 -0.99
O -0.30 -0.36 1.35 0.07
S -1.45 -1.40 1.98 0.31
O -2.69 -1.46 1.14 -0.44
O -1.90 -0.66 3.46 -0.27
C -1.26 -1.50 4.44 -0.83
C 0.33 -1.36 4.56 0.37
Cl 0.86 -2.81 5.61 -0.14
C 1.17 -1.49 3.19 -0.51
P 3.02 -1.50 3.75 0.60
N 3.65 -2.97 3.46 -0.83
H -4.86 -0.93 -0.08 0.20
H -5.86 -2.14 -1.04 0.34
H -6.03 -0.32 -1.41 0.31
H -4.62 -1.50 -3.23 0.28
H -3.34 -2.06 -1.94 0.08
H -3.15 0.63 -1.33 0.11
H -3.91 0.82 -3.06 0.38
H -1.25 0.75 -3.19 -0.28
H -1.36 -0.93 -2.35 -0.50
H -1.60 -0.20 -5.30 0.40
H -3.27 -0.80 -4.81 0.35
H -2.02 -2.99 -5.26 0.36
H -1.68 -2.77 -3.45 0.20
H 0.47 -1.30 -4.14 0.11
H 0.16 -1.78 -5.90 0.25
H 0.20 -4.02 -3.65 0.20
H 0.51 -4.22 -5.46 0.37
H 2.85 -4.36 -4.47 0.33
H 2.67 -2.68 -5.22 0.31
H 2.47 -1.50 -3.10 0.36
H 3.87 -2.66 -2.91 0.39
H 1.34 -4.10 -1.86 0.43
H 2.96 -3.78 -1.05 0.43
H 0.45 -2.55 -0.27 -0.01
H 1.15 -1.20 -1.44 -0.02
H 3.46 -1.56 -0.24 0.28
H 2.60 -2.52 1.09 0.13
H 1.61 0.36 0.11 0.38
H 3.01 0.37 1.30 0.55
H 1.32 1.10 3.92 -0.02
H 1.76 1.81 2.28 0.31
H -1.28 1.58 -0.02 0.00
H -2.43 2.84 -2.30 0.14
H -1.72 4.47 -2.74 0.41
H -0.67 2.94 -3.05 0.19
H -0.13 5.85 -1.46 0.27
H 0.88 6.36 1.01 0.20
H 1.31 5.86 3.22 0.51
H 0.04 5.79 5.13 0.35
H -1.16 4.94 4.04 0.30
H -0.09 3.90 5.23 0.23
H 2.98 4.65 4.46 0.39
H 2.90 3.61 2.90 0.24
H 2.03 3.07 4.47 0.10
H -1.49 -2.62 4.24 0.41
H -1.70 -1.29 5.49 0.33
H 0.60 -0.44 5.19 0.29
H 1.01 -2.56 2.78 0.85
H 3.12 -1.22 5.17 0.11
H 3.80 -0.49 3.10 0.07
H 2.95 -3.58 3.02 0.29
```

2.
C43H91N13O9 | ωB97M-V/def2-TZVPD

XYZ file:
```
156
Properties=species:S:1:pos:R:3:mulliken_charge:R:1
C -9.06 4.88 15.38 -0.87
C -9.61 6.14 15.93 -0.67
C -9.39 6.31 17.40 0.44
C -10.08 5.36 18.22 -0.23
N -10.61 4.62 18.87 -0.17
H -9.32 4.78 14.35 0.45
H -9.60 4.04 15.87 0.07
H -7.98 4.84 15.60 0.24
H -10.65 6.15 15.65 0.29
H -9.20 7.13 15.51 0.33
H -9.72 7.29 17.74 0.22
H -8.29 6.17 17.53 0.05
C -11.57 5.42 22.62 0.54
C -10.67 4.16 22.48 0.23
C -11.53 2.94 22.18 0.02
C -12.39 2.64 23.28 -0.08
N -13.03 2.56 24.24 -0.49
H -12.42 5.29 23.32 -0.46
H -11.97 5.69 21.61 -0.57
H -10.93 6.21 22.97 0.33
H -10.18 3.92 23.39 0.31
H -9.90 4.19 21.72 -0.42
H -10.95 2.04 21.87 0.33
H -12.17 3.21 21.36 0.16
C -6.71 6.72 24.26 -1.71
C -7.84 5.75 24.25 1.26
C -7.73 4.91 25.54 -0.36
C -6.45 4.22 25.90 0.11
N -5.53 3.73 26.36 -0.56
H -6.70 7.34 23.37 0.45
H -5.73 6.22 24.39 0.28
H -6.81 7.38 25.12 0.48
H -7.78 5.08 23.38 -0.22
H -8.82 6.31 24.23 -0.24
H -8.49 4.13 25.51 0.28
H -8.04 5.53 26.43 0.34
C -9.87 10.36 27.52 -1.08
C -10.64 9.27 28.36 -0.55
C -11.70 8.52 27.58 -0.46
C -11.10 7.84 26.46 0.32
N -10.74 7.25 25.51 -0.38
H -10.56 10.71 26.72 0.29
H -9.00 10.09 26.96 0.29
H -9.75 11.34 28.03 0.33
H -11.26 9.64 29.18 0.35
H -9.91 8.55 28.79 0.33
H -12.51 9.14 27.18 0.41
H -12.17 7.76 28.24 0.23
C -11.82 8.25 19.23 -1.32
C -12.69 7.18 18.59 0.91
O -12.72 6.98 17.39 -0.69
N -13.45 6.45 19.47 0.19
C -14.28 5.26 19.08 -0.91
H -11.36 8.82 18.42 0.39
H -11.06 7.83 19.84 0.21
H -12.46 8.82 19.88 0.49
H -13.29 6.66 20.43 -0.06
H -14.34 4.61 19.99 0.23
H -13.77 4.64 18.35 0.32
H -15.26 5.60 18.66 0.31
C -12.78 -4.20 25.96 -1.25
C -12.06 -2.98 25.51 0.71
O -11.01 -2.67 26.01 -0.70
N -12.77 -2.26 24.61 -0.10
C -12.63 -0.81 24.33 -1.04
H -13.77 -4.20 25.60 0.46
H -12.77 -4.18 27.04 0.29
H -12.22 -5.13 25.74 0.21
H -13.62 -2.73 24.19 0.24
H -12.34 -0.66 23.31 0.29
H -11.88 -0.40 25.04 0.30
H -13.54 -0.23 24.47 0.44
C -3.72 2.61 23.65 -1.67
C -5.01 2.83 22.90 0.60
O -5.42 3.94 22.57 -0.76
N -5.77 1.77 22.60 0.18
C -7.09 1.88 22.15 0.27
H -3.37 3.54 24.00 0.38
H -3.14 2.01 22.99 0.42
H -4.04 2.05 24.49 0.44
H -5.65 0.88 23.07 0.30
H -7.15 2.55 21.27 -0.11
H -7.78 2.31 22.93 0.05
H -7.43 0.83 21.83 -0.29
C -7.83 -3.04 24.21 -1.34
C -7.63 -2.08 23.03 0.89
O -6.69 -1.33 22.89 -0.66
N -8.55 -2.21 22.04 0.02
C -9.86 -2.86 22.21 -0.83
H -6.92 -3.04 24.74 0.40
H -8.11 -4.02 23.94 0.40
H -8.57 -2.61 24.88 0.17
H -8.60 -1.48 21.36 0.39
H -9.77 -4.02 21.98 0.28
H -10.59 -2.40 21.53 0.36
H -10.34 -2.73 23.24 0.05
C -6.78 -0.97 19.11 -0.96
C -8.05 -0.14 19.14 0.63
O -8.88 -0.17 20.11 -0.78
N -8.18 0.70 18.10 -0.14
C -9.37 1.55 17.99 -0.52
H -7.00 -2.05 19.17 0.29
H -6.21 -0.58 19.98 0.17
H -6.21 -0.88 18.16 0.39
H -7.54 0.63 17.32 0.28
H -9.17 2.38 17.36 0.12
H -9.79 1.88 18.98 0.02
H -10.22 1.06 17.45 0.31
C -13.26 4.37 27.59 -1.05
C -14.69 4.48 27.23 0.76
O -15.13 5.19 26.39 -0.81
N -15.49 3.61 27.92 -0.23
C -16.88 3.36 27.52 -0.83
H -12.92 3.38 27.88 0.40
H -13.11 4.99 28.42 0.41
H -12.64 4.62 26.71 0.04
H -15.08 3.08 28.69 0.23
H -16.93 2.32 27.18 0.28
H -17.08 4.14 26.79 0.27
H -17.51 3.57 28.40 0.30
C -13.59 8.45 24.50 -1.31
C -14.04 7.43 23.51 0.71
O -13.84 7.59 22.30 -0.67
N -14.83 6.43 23.97 0.05
C -15.21 5.36 23.05 -0.43
H -14.13 9.32 24.27 0.45
H -12.61 8.75 24.17 0.40
H -13.72 8.29 25.56 0.17
H -14.66 6.15 24.93 0.27
H -15.56 4.54 23.70 0.26
H -14.40 4.96 22.56 -0.13
H -15.87 5.64 22.24 0.34
C -4.85 3.78 18.82 -1.04
C -6.02 4.69 18.91 0.79
O -6.50 5.07 17.87 -0.65
N -6.27 5.16 20.13 0.22
C -7.32 6.16 20.36 -0.20
H -3.94 4.33 18.66 0.28
H -4.97 3.14 17.95 0.35
H -4.64 3.19 19.76 0.15
H -5.87 4.71 20.96 0.13
H -8.29 5.68 20.21 -0.20
H -7.25 6.99 19.70 0.37
H -7.17 6.50 21.35 -0.11
C -10.06 -5.47 28.84 -0.71
C -10.04 -4.17 29.61 0.62
O -9.82 -4.14 30.83 -0.66
N -10.29 -3.06 28.84 0.07
C -10.33 -1.82 29.58 -1.04
H -10.80 -6.26 29.25 0.24
H -9.07 -5.89 28.82 0.26
H -10.38 -5.35 27.77 0.07
H -10.48 -3.12 27.84 0.29
H -10.67 -0.99 28.96 0.32
H -9.37 -1.55 29.89 0.33
H -11.00 -1.95 30.45 0.33
```

3.
9
Properties=species:S:1:pos:R:3:mulliken_charge:R:1 method="wB97M-V/def2-TZVPD" charge=+3 e_above_lowest_ev=0.670
In 0.53 0.03 4.13 1.40
C -0.13 0.00 0.02 0.72
O -0.37 0.07 1.23 -0.25
N 1.02 -0.49 -0.56 -0.11
N -1.05 0.48 -0.87 -0.07
H 1.80 -0.72 0.06 0.31
H 1.08 -0.57 -1.58 0.31
H -1.86 1.06 -0.58 0.35
H -1.01 0.14 -1.85 0.33

4.
10
Properties=species:S:1:pos:R:3:mulliken_charge:R:1 method="wB97M-V/def2-TZVPD" e_above_lowest_ev=3.702
H 1.02 1.51 -0.58 0.27
N 1.92 1.39 -0.08 -0.58
C 2.08 0.16 0.20 0.04
N 1.37 -0.96 -0.10 -0.18
O 0.06 -0.76 -0.55 -0.23
C -0.85 -0.37 0.40 -0.05
S -2.24 0.33 0.00 -0.22
H 2.96 -0.11 0.80 0.31
H 1.47 -1.79 0.48 0.31
H -0.52 -0.48 1.45 0.32

5.
41
Properties=species:S:1:pos:R:3:mulliken_charge:R:1 method="wB97M-V/def2-TZVPD" charge=+1
C 4.25 -0.86 1.74 -1.43
C 3.24 0.10 1.11 -0.39
C 2.66 -0.46 -0.21 0.57
C 3.51 -0.02 -1.42 -1.44
Si 0.84 -0.08 -0.34 -0.32
O 0.03 -1.29 -1.18 0.05
Si -1.37 -1.98 -0.77 0.01
C -2.81 -0.80 -0.63 -0.01
C -4.25 -1.34 -0.51 -1.80
C -4.98 -1.00 0.78 -0.26
O -4.87 0.36 1.13 -0.50
C 0.34 1.55 -1.13 -0.14
Br 0.71 1.46 -3.04 -0.11
C 0.93 2.82 -0.53 -0.48
C 0.62 2.98 0.96 -1.02
H 3.76 -1.80 2.02 0.34
H 4.72 -0.44 2.63 0.41
H 5.05 -1.10 1.03 0.31
H 2.46 0.32 1.84 0.24
H 3.73 1.05 0.89 0.33
H 2.70 -1.55 -0.17 0.35
H 3.46 1.06 -1.57 0.29
H 3.18 -0.49 -2.35 0.38
H 4.55 -0.29 -1.25 0.40
H 0.23 -0.11 1.02 -0.07
H -1.71 -3.00 -1.81 -0.09
H -1.21 -2.75 0.50 -0.34
H -2.62 -0.10 0.19 0.43
H -2.75 -0.21 -1.55 0.30
H -4.86 -0.91 -1.31 0.24
H -4.31 -2.41 -0.69 0.73
H -6.04 -1.27 0.65 0.29
H -4.64 -1.56 1.66 0.28
H -4.64 0.89 0.35 0.31
H -0.76 1.60 -1.08 0.42
H 0.54 3.68 -1.08 0.49
H 2.01 2.82 -0.69 0.20
H 1.12 2.22 1.57 0.21
H -0.45 2.90 1.15 0.29
H 0.96 3.95 1.31 0.38
Cs -3.35 -3.94 0.79 1.14

6.
24
Properties=species:S:1:pos:R:3:mulliken_charge:R:1 method="wB97M-V/def2-TZVPD" e_above_lowest_ev=2.239
C 0.31 -0.05 0.28 0.41
C -0.62 0.39 1.35 -0.40
C -0.23 -0.03 -0.95 0.15
C -1.77 0.92 0.89 0.74
C 1.71 -0.66 0.62 -1.04
C 0.45 -0.56 -2.23 -0.74
C 2.12 -1.45 -0.60 -0.70
C 2.02 -0.68 -1.88 -0.75
C -2.89 1.39 1.70 -1.49
O -1.86 2.05 -1.61 -0.60
O -0.30 0.23 2.61 -0.55
S -1.90 0.75 -0.94 0.22
H 2.32 0.08 1.02 0.51
H 1.55 -1.16 1.49 0.60
H 0.09 -1.58 -2.29 0.32
H 0.24 0.15 -2.98 0.43
H 3.12 -1.75 -0.31 0.36
H 1.43 -2.29 -0.62 0.29
H 2.48 -1.13 -2.66 0.41
H 2.42 0.33 -1.71 0.36
H -3.83 1.19 1.08 0.28
H -2.85 2.32 2.13 0.39
H -2.99 0.84 2.57 0.52
H -1.03 0.70 3.05 0.29

Number 1: Kohn-Sham gap 0.32662 Ha, LUMO level 0.4 eV. Number 2: Kohn-Sham gap 0.33283 Ha, LUMO level 0.1 eV. Number 3: Kohn-Sham gap 0.13823 Ha, LUMO level -20.9 eV. Number 4: Kohn-Sham gap 0.33793 Ha, LUMO level -0.3 eV. Number 5: Kohn-Sham gap 0.31527 Ha, LUMO level -3.3 eV. Number 6: Kohn-Sham gap 0.32405 Ha, LUMO level 0.5 eV.